(1)
Here is a gas-phase ion, C7H13N4O (charge +1) at a distorted geometry from the Open Molecules 2025 dataset. Energies are from ωB97M-V with the def2-TZVPD basis set.

## Properties
- Kohn-Sham gap: 7.733 eV
- Spin multiplicity: 1
- SMILES: C/[NH+]=C(/CO)n1cnc(C)c1N
- Total charge: +1

Element x y z (Å)
O1 -3.03037 1.18843 -1.00488
N1 0.16609 -0.37209 0.01165
N2 -2.06874 -0.95936 0.19900
N3 1.03257 1.66895 0.92341
N4 2.00484 -1.19454 -0.92841
C1 -1.97240 -2.27920 0.89168
C2 -1.72553 1.28432 -0.51775
C3 2.33035 -0.05476 -0.24979
C4 0.78607 -1.49233 -0.73299
C5 3.65621 0.54152 -0.26468
C6 -1.14158 -0.06124 -0.02038
C7 1.25448 0.48627 0.28653
H1 -1.65799 1.89684 0.31271
H2 -1.10314 1.69266 -1.32421
H3 1.81786 2.34864 0.94193
H4 0.41584 1.78870 1.63153
H5 4.17476 0.02382 0.45523
H6 3.43460 1.53151 0.00614
H7 4.08746 0.27985 -1.29899
H8 0.11768 -2.03768 -1.40784
H9 -0.99865 -2.60137 0.99109
H10 -2.44181 -2.08742 1.91449
H11 -3.57588 1.93570 -1.29977
H12 -2.61749 -2.93892 0.45094
H13 -2.94523 -0.58832 0.03339

Charges in e, computed with Mulliken, in the same order as the atoms:
1 O -0.562
2 N 0.033
3 N -0.163
4 N -0.481
5 N -0.511
6 C -0.948
7 C -0.430
8 C 0.489
9 C -0.244
10 C -1.173
11 C 0.635
12 C 0.307
13 H 0.340
14 H 0.368
15 H 0.172
16 H 0.203
17 H 0.319
18 H 0.315
19 H 0.349
20 H 0.373
21 H 0.422
22 H 0.333
23 H 0.346
24 H 0.346
25 H 0.163

(2)
Here is a gas-phase ion, C7H13N4O2 (charge +1) at a distorted geometry from the Open Molecules 2025 dataset. Energies are from ωB97M-V with the def2-TZVPD basis set.

## Properties
- Kohn-Sham gap (alpha / beta): 7.050 / 7.893 eV
- Spin multiplicity: 1
- SMILES: CC[C@@]1(N)CC(=[NH2+])NC=C1[N+](=O)[O-]
- Total charge: +1

Element x y z (Å)
O1 -0.61409 3.80648 -0.80722
O2 0.31150 3.24572 1.02711
N1 0.13936 0.14741 -2.54475
N2 1.07888 -1.91001 -2.30628
N3 1.90086 0.69311 0.57626
N4 -0.17819 3.03995 -0.02793
C1 -0.11664 1.68671 -0.38237
C2 0.23321 -0.83646 -0.25945
C3 0.42998 0.52752 0.46109
C4 -0.41338 0.48193 1.92221
C5 -0.10482 1.37673 -2.11462
C6 0.56497 -0.84634 -1.67890
C7 -1.89597 0.45752 1.75520
H1 -2.18118 -0.55579 1.71835
H2 2.34400 0.13817 1.26101
H3 -0.53839 2.24179 -2.77294
H4 1.08068 -2.79643 -1.76853
H5 -2.14412 0.99401 0.75001
H6 -2.45187 0.98040 2.67148
H7 -0.09499 -0.20110 2.62641
H8 0.42475 -0.17966 -3.53232
H9 -0.06125 1.47217 2.29654
H10 1.41332 -1.83326 -3.33441
H11 2.12380 1.60746 0.64958
H12 -0.85647 -1.02517 -0.21611
H13 0.68181 -1.66345 0.37126

Charges in e, computed with Mulliken, in the same order as the atoms:
1 O -0.650
2 O -0.592
3 N -0.087
4 N -0.399
5 N -0.525
6 N 1.136
7 C -0.616
8 C -0.802
9 C 1.090
10 C -0.861
11 C -0.486
12 C 0.336
13 C -1.115
14 H 0.373
15 H 0.232
16 H 0.422
17 H 0.307
18 H 0.280
19 H 0.318
20 H 0.597
21 H 0.287
22 H 0.404
23 H 0.253
24 H 0.258
25 H 0.352
26 H 0.487

(3)
Here is a molecular structure, C7H13NO at a distorted geometry from the Open Molecules 2025 dataset. Energies are from ωB97M-V with the def2-TZVPD basis set.

## Properties
- Kohn-Sham gap (alpha / beta): 8.693 / 6.405 eV
- Spin multiplicity: 1

Element x y z (Å)
O1 1.91513 0.71623 0.79748
N1 -1.40485 -1.04982 -0.03809
C1 -0.95409 -2.38859 -0.21301
C2 -0.64218 0.36278 1.75020
C3 -0.67108 2.35539 -0.61919
C4 1.76435 -0.86277 -0.96690
C5 -0.34433 0.91518 -0.78342
C6 1.17926 -0.04972 -0.06813
C7 -0.48696 -0.08509 0.29787
H1 -0.42761 -2.78096 0.67366
H2 -1.82143 -3.02337 -0.40306
H3 -1.69591 0.52935 1.96454
H4 -0.27019 -0.43887 2.38766
H5 2.85021 0.65871 0.56654
H6 -0.27989 2.94677 -1.44717
H7 2.84002 -0.98150 -0.99089
H8 -1.76356 2.47170 -0.61266
H9 -0.09045 1.26578 2.00144
H10 -0.38465 0.49496 -1.78068
H11 1.21661 -1.29042 -1.78779
H12 -0.29086 2.75384 0.32103
H13 -0.23753 -2.51958 -1.04944

Charges in e, computed with Mulliken, in the same order as the atoms:
1 O -0.470
2 N -0.525
3 C -0.646
4 C -1.535
5 C -1.343
6 C -1.329
7 C -0.619
8 C 0.804
9 C 1.510
10 H 0.267
11 H 0.321
12 H 0.408
13 H 0.352
14 H 0.327
15 H 0.403
16 H 0.275
17 H 0.319
18 H 0.355
19 H 0.432
20 H 0.282
21 H 0.273
22 H 0.138

(4)
Here is a molecular structure, C7H13NO2 at a distorted geometry from the Open Molecules 2025 dataset. Energies are from ωB97M-V with the def2-TZVPD basis set.

## Properties
- Kohn-Sham gap: 8.557 eV
- Spin multiplicity: 1

Element x y z (Å)
O1 -1.22728 -0.62696 2.05766
O2 1.79732 1.84418 0.15845
N1 -0.45883 1.50868 0.62185
C1 0.54622 -1.78409 -0.72990
C2 0.58706 -0.89038 0.26722
C3 -1.05253 -0.23445 0.90970
C4 -2.20502 -0.35785 -0.06410
C5 0.77405 1.32503 -0.26248
C6 0.48497 1.27105 -1.74458
C7 1.60285 -1.02707 1.36378
H1 -2.58478 -1.37754 -0.05177
H2 -0.18819 -1.77636 -1.52772
H3 1.27235 -2.59079 -0.80074
H4 1.32140 0.77470 -2.23300
H5 2.38654 -0.27364 1.26155
H6 -0.42640 0.73573 -1.99836
H7 -3.01681 0.27070 0.31583
H8 0.40637 2.28789 -2.13967
H9 1.14590 -0.87862 2.34441
H10 -1.09801 2.26040 0.36679
H11 -0.22661 1.64648 1.60175
H12 -1.93233 -0.10268 -1.08460
H13 2.09178 -2.00440 1.36795

Charges in e, computed with Mulliken, in the same order as the atoms:
1 O -0.646
2 O -0.566
3 N -0.321
4 C -0.957
5 C 0.848
6 C 0.831
7 C -1.393
8 C 0.637
9 C -1.148
10 C -1.378
11 H 0.327
12 H 0.236
13 H 0.281
14 H 0.324
15 H 0.256
16 H 0.257
17 H 0.355
18 H 0.349
19 H 0.296
20 H 0.297
21 H 0.347
22 H 0.338
23 H 0.429

(5)
Here is 2 unconnected molecules or ions with the total composition C7H13NO2 at a distorted geometry from the Open Molecules 2025 dataset. Energies are from ωB97M-V with the def2-TZVPD basis set.

## Properties
- Kohn-Sham gap (alpha / beta): 6.527 / 6.953 eV
- Spin multiplicity: 3

Element x y z (Å)
O1 -0.47250 -1.41461 2.39495
O2 0.85600 0.34048 2.38183
N1 0.21934 -0.56495 1.85087
C1 -0.65388 2.13431 0.63730
C2 -0.23222 -1.89551 -0.16217
C3 0.28299 -0.64335 0.41099
C4 1.57272 -0.21654 -0.22395
C5 -1.17411 0.87679 0.18687
C6 1.37942 0.00693 -1.76177
C7 -2.30034 0.35383 -0.16539
H1 1.92569 0.75708 0.33404
H2 -1.24688 3.06218 0.15473
H3 0.40503 2.29566 0.35177
H4 0.48683 -2.67571 0.27781
H5 2.47793 0.00452 -2.22633
H6 -1.25552 -1.90484 0.20783
H7 -2.42638 -0.68070 -0.11249
H8 -2.97608 0.99582 -0.55534
H9 2.36113 -1.01987 0.06541
H10 0.78023 0.89501 -2.19090
H11 1.04385 -0.86388 -2.30843
H12 -0.78605 2.04275 1.68105
H13 -0.26720 -1.88541 -1.22865

Charges in e, computed with Mulliken, in the same order as the atoms:
1 O -0.732
2 O -0.689
3 N 1.205
4 C -1.036
5 C -1.577
6 C 0.262
7 C -0.403
8 C 0.610
9 C -1.073
10 C -0.850
11 H 0.303
12 H 0.363
13 H 0.211
14 H 0.366
15 H 0.336
16 H 0.436
17 H 0.179
18 H 0.436
19 H 0.354
20 H 0.220
21 H 0.356
22 H 0.302
23 H 0.421

(6)
Here is C7H13NO3S in the gas phase at a distorted geometry from the Open Molecules 2025 dataset. Energies are from ωB97M-V with the def2-TZVPD basis set.

## Properties
- Kohn-Sham gap (alpha / beta): 3.909 / 5.033 eV
- Spin multiplicity: 3

Element x y z (Å)
S1 -1.01124 -1.77160 -0.98073
O1 1.31369 -0.85588 -0.14989
O2 -1.13601 2.73953 -1.81765
O3 -2.33435 0.84090 -1.87782
N1 1.12986 1.71103 -1.46201
C1 0.03977 -0.31247 -0.44421
C2 -0.68163 -0.65670 1.95582
C3 -0.62284 0.33015 0.75691
C4 1.30880 -1.70943 0.97928
C5 -1.30219 1.41763 -1.74396
C6 0.10274 0.72710 -1.67946
C7 0.69509 -1.06413 2.24427
H1 -0.22406 2.98612 -1.68772
H2 -1.99042 -0.99758 -1.26547
H3 -1.13548 -1.71121 1.59142
H4 1.51700 1.91130 -2.42581
H5 -1.63220 0.62001 0.48336
H6 -1.46362 -0.30250 2.73576
H7 2.42200 -1.81252 1.00923
H8 0.30697 0.15904 -2.57054
H9 0.87484 -1.72061 3.07998
H10 -0.13454 1.26427 0.92789
H11 1.39680 -0.24497 2.50851
H12 0.68349 -2.64258 0.93037
H13 1.87754 1.09510 -1.09753

Charges in e, computed with Mulliken, in the same order as the atoms:
1 S -0.018
2 O -0.456
3 O -0.541
4 O -0.585
5 N -0.894
6 C 0.154
7 C -0.425
8 C -1.082
9 C -0.519
10 C 0.059
11 C 0.302
12 C -0.730
13 H 0.427
14 H 0.285
15 H 0.152
16 H 0.367
17 H 0.564
18 H 0.325
19 H 0.387
20 H 0.330
21 H 0.417
22 H 0.538
23 H 0.327
24 H 0.289
25 H 0.328

(7)
Here is 2 unconnected molecules or ions with the total composition C7H13NO6P at a distorted geometry from the Open Molecules 2025 dataset. Energies are from ωB97M-V with the def2-TZVPD basis set.

## Properties
- Kohn-Sham gap (alpha / beta): 7.406 / 7.321 eV
- Spin multiplicity: 1
- Total charge: -1

Element x y z (Å)
P1 1.11313 0.77582 0.32953
O1 -2.05657 -2.64234 -0.22966
O2 -2.41450 1.14458 1.85263
O3 2.80961 0.53993 -0.04937
O4 -3.13000 1.25001 -0.29773
O5 0.89775 2.14466 0.80349
O6 0.98639 -0.40174 1.47212
N1 -2.09004 -1.34833 0.35608
C1 -2.27461 -2.50223 -1.60662
C2 -2.44514 0.89038 0.65229
C3 0.19975 -0.16493 2.63893
C4 3.60847 1.35497 0.77017
C5 -1.53899 -0.29819 0.18848
C6 0.16969 0.76475 -2.37047
C7 0.47474 -0.04767 -1.14217
H1 -0.49007 0.31108 -3.02513
H2 3.18592 2.30426 0.90163
H3 4.65489 1.17186 0.57314
H4 0.64295 -1.08919 -1.16666
H5 -2.80905 -1.69203 -1.92686
H6 1.11648 1.19094 -2.97184
H7 -1.31029 -2.38213 -2.16224
H8 -0.13213 1.79506 -2.09985
H9 -0.52525 0.50511 2.28888
H10 0.87652 0.19494 3.40000
H11 -2.65327 -3.42246 -2.03662
H12 3.43963 0.80131 1.76935
H13 -0.30602 -1.14843 3.08852

Charges in e, computed with Mulliken, in the same order as the atoms:
1 P 1.061
2 O -0.272
3 O -0.692
4 O -0.424
5 O -0.688
6 O -0.798
7 O -0.338
8 N -0.219
9 C -0.627
10 C 0.699
11 C -0.687
12 C -0.739
13 C 0.138
14 C -1.325
15 C -0.203
16 H 0.359
17 H 0.341
18 H 0.260
19 H 0.611
20 H 0.352
21 H 0.268
22 H 0.175
23 H 0.351
24 H 0.421
25 H 0.306
26 H 0.329
27 H 0.183
28 H 0.157

(8)
Here is 2 unconnected molecules or ions with the total composition C7H13O2 at a distorted geometry from the Open Molecules 2025 dataset. Energies are from ωB97M-V with the def2-TZVPD basis set.

## Properties
- Kohn-Sham gap (alpha / beta): 5.829 / 9.224 eV
- Spin multiplicity: 3
- Total charge: +1

Element x y z (Å)
O1 -0.07570 -0.10419 -1.31634
O2 0.25598 -1.51312 0.24835
C1 0.09748 0.77736 -0.12326
C2 1.42736 1.41619 -0.48406
C3 -0.93491 1.88554 0.15724
C4 0.48868 -2.23236 -2.05398
C5 0.13264 -1.31798 -1.00898
C6 0.23293 -0.34248 0.98338
C7 -1.40290 -0.60883 2.30034
H1 -1.18996 2.56824 -0.66181
H2 0.02193 -1.97974 -2.92724
H3 -1.61651 0.41089 2.55461
H4 -2.08459 -1.32108 1.86793
H5 1.51290 -2.13577 -2.25825
H6 -0.59514 2.45362 1.13594
H7 -0.88138 -0.89987 3.24501
H8 1.06643 -0.17880 1.71205
H9 -1.93832 1.48001 0.51979
H10 1.64088 2.19785 0.18386
H11 0.29454 -3.20551 -1.88789
H12 2.21906 0.60451 -0.72551
H13 1.32857 2.04551 -1.46119

Charges in e, computed with Mulliken, in the same order as the atoms:
1 O -0.288
2 O -0.242
3 C 1.405
4 C -1.413
5 C -1.530
6 C -1.396
7 C 0.887
8 C -0.341
9 C -1.175
10 H 0.401
11 H 0.421
12 H 0.463
13 H 0.354
14 H 0.348
15 H 0.367
16 H 0.403
17 H 0.398
18 H 0.346
19 H 0.481
20 H 0.445
21 H 0.298
22 H 0.367

(9)
Here is 2 unconnected molecules or ions with the total composition C7H13O4 at a distorted geometry from the Open Molecules 2025 dataset. Energies are from ωB97M-V with the def2-TZVPD basis set.

## Properties
- Kohn-Sham gap (alpha / beta): 8.517 / 7.408 eV
- Spin multiplicity: 2

Element x y z (Å)
O1 1.16405 0.02732 1.03512
O2 1.49777 2.84129 -0.21857
O3 -2.81672 1.49155 -1.20486
O4 0.08233 -2.60451 0.11815
C1 0.17517 -2.13566 1.44030
C2 -3.16931 0.56588 -1.89349
C3 2.18674 0.86378 1.01754
C4 1.36161 -1.23249 1.69036
C5 0.16478 2.34730 -0.51600
C6 2.39196 2.02711 0.39477
C7 -0.52571 -1.72145 -0.79680
H1 3.40035 2.44407 0.37248
H2 -4.24505 0.35456 -2.07413
H3 -0.34653 3.18096 -1.00705
H4 -2.43593 -0.12456 -2.35938
H5 2.28585 -1.69265 1.31052
H6 -0.33781 2.07728 0.42465
H7 0.01726 -0.76584 -0.86068
H8 -1.57326 -1.51972 -0.51653
H9 0.29516 -3.01275 2.09396
H10 -0.75411 -1.62132 1.73979
H11 1.46623 -1.05863 2.77323
H12 0.22870 1.47672 -1.18374
H13 -0.51352 -2.20826 -1.77963

Charges in e, computed with Mulliken, in the same order as the atoms:
1 O -0.162
2 O -0.404
3 O -0.379
4 O -0.384
5 C -0.573
6 C -0.122
7 C -0.109
8 C -0.431
9 C -0.541
10 C -0.118
11 C -0.465
12 H 0.332
13 H 0.275
14 H 0.266
15 H 0.219
16 H 0.373
17 H 0.294
18 H 0.172
19 H 0.233
20 H 0.344
21 H 0.327
22 H 0.353
23 H 0.202
24 H 0.295

(10)
Here is a molecular structure, C7H13O5P at a distorted geometry from the Open Molecules 2025 dataset. Energies are from ωB97M-V with the def2-TZVPD basis set.

## Properties
- Kohn-Sham gap: 10.733 eV
- Spin multiplicity: 1

Element x y z (Å)
P1 -0.51631 0.77778 0.23229
O1 -0.70008 2.25083 0.34668
O2 2.46875 -1.38761 -0.94186
O3 0.47529 -1.85393 -0.02801
O4 -1.36125 -0.01541 -0.82636
O5 -0.65558 0.09198 1.64117
C1 0.67811 -3.29168 -0.26905
C2 -2.48936 0.54510 -1.54902
C3 1.45024 -1.10234 -0.37387
C4 1.20709 0.34668 -0.18169
C5 -1.58724 0.71808 2.42983
C6 2.21654 1.37908 0.34615
C7 1.87411 1.32616 -1.06526
H1 3.29557 1.22180 0.70591
H2 -2.63940 -0.12120 -2.44925
H3 1.65589 -3.50107 -0.52674
H4 2.57494 0.71194 -1.73273
H5 -1.43180 0.69792 3.60650
H6 -3.37312 0.46409 -0.83499
H7 -2.64208 0.28693 2.34978
H8 1.54839 2.14725 -1.64400
H9 1.65402 2.12475 0.93281
H10 -1.68402 1.83049 2.20123
H11 0.21478 -3.76514 0.55750
H12 -2.33193 1.65230 -1.68456
H13 0.09845 -3.53479 -1.24243

Charges in e, computed with Mulliken, in the same order as the atoms:
1 P 0.988
2 O -0.831
3 O -0.656
4 O -0.279
5 O -0.188
6 O -0.269
7 C -0.836
8 C -0.680
9 C 0.333
10 C 0.984
11 C -0.822
12 C -0.692
13 C -0.697
14 H 0.271
15 H 0.208
16 H 0.402
17 H 0.236
18 H 0.232
19 H 0.272
20 H 0.278
21 H 0.294
22 H 0.254
23 H 0.358
24 H 0.262
25 H 0.316
26 H 0.262